The following is a DFT calculation (ωB97M-V/def2-TZVPD) of a cluster of 4 separate species, C7H17BO17S4 in total.

```
46
Properties=species:S:1:pos:R:3:nbo_charge:R:1
C -2.49 -2.15 -8.93 -0.245
O -1.78 -2.01 -7.71 -0.696
B -2.07 -1.03 -6.84 1.307
O -2.95 0.00 -7.07 -0.935
O -1.34 -0.98 -5.62 -0.922
S -1.37 -2.05 -4.44 1.763
O -2.76 -2.22 -4.04 -0.948
O -1.01 -3.36 -5.35 -0.887
H -3.56 -2.28 -8.76 0.174
H -2.33 -1.28 -9.57 0.187
H -2.10 -3.04 -9.42 0.198
H -3.88 -0.23 -7.10 0.511
H -1.23 -4.13 -4.80 0.497
C -1.34 2.91 -2.70 -0.098
C -0.45 2.20 -3.70 -0.105
O 0.71 1.84 -2.91 -0.686
S 0.27 1.49 -1.43 2.557
O 0.11 0.08 -1.27 -0.921
O 1.10 2.20 -0.53 -0.909
O -1.18 2.14 -1.50 -0.688
H -1.01 3.93 -2.51 0.199
H -2.39 2.89 -2.97 0.220
H -0.11 2.84 -4.51 0.219
H -0.91 1.29 -4.10 0.210
C 1.40 0.25 1.98 -0.099
C 0.99 -1.15 1.57 -0.101
O 1.61 -1.98 2.58 -0.690
S 1.62 -1.23 3.97 2.556
O 0.52 -1.64 4.77 -0.921
O 2.93 -1.29 4.52 -0.909
O 1.32 0.22 3.42 -0.696
H 2.43 0.48 1.69 0.201
H 0.74 1.02 1.61 0.229
H 1.38 -1.45 0.60 0.228
H -0.09 -1.29 1.60 0.200
C 2.06 -0.28 8.28 -0.098
C 1.21 0.39 7.22 -0.104
O 0.79 1.62 7.85 -0.693
S 1.94 2.16 8.81 2.553
O 2.72 3.14 8.14 -0.904
O 1.36 2.45 10.07 -0.904
O 2.79 0.82 8.87 -0.693
H 1.45 -0.75 9.06 0.192
H 2.77 -0.98 7.87 0.221
H 0.33 -0.18 6.95 0.229
H 1.79 0.62 6.33 0.197
```

Spin multiplicity: 1
HOMO level (eV): -10.73
Total energy (eV): -86359.758
E_LUMO (eV): 0.00

---

The following is a DFT calculation (ωB97M-V/def2-TZVPD) of the ion C17H28NO with charge +1 at a distorted geometry.

```
47
Properties=species:S:1:pos:R:3:nbo_charge:R:1
C -1.53 -1.64 -2.01 -0.635
C -2.90 -1.59 -1.36 -0.213
N -2.92 -0.62 -0.23 -0.425
C -3.96 -0.95 0.79 -0.214
C -3.56 -2.13 1.66 -0.634
C -3.03 0.78 -0.69 -0.231
C -2.21 1.75 0.19 0.077
O -2.26 2.97 -0.49 -0.701
C -0.81 1.18 0.34 -0.109
C 0.15 1.42 -0.64 -0.226
C 1.40 0.84 -0.54 -0.141
C 1.72 0.01 0.53 -0.007
C 3.09 -0.60 0.64 -0.249
C 3.55 -1.32 -0.65 -0.402
C 4.80 -0.57 -1.14 -0.401
C 5.39 0.00 0.14 -0.402
C 4.16 0.48 0.91 -0.390
C 0.76 -0.22 1.50 -0.143
C -0.49 0.36 1.42 -0.274
H -0.77 -1.96 -1.30 0.225
H -1.23 -0.68 -2.42 0.225
H -1.55 -2.36 -2.82 0.252
H -3.67 -1.29 -2.08 0.227
H -3.16 -2.58 -0.98 0.225
H -1.99 -0.68 0.24 0.493
H -4.90 -1.15 0.27 0.229
H -4.10 -0.07 1.42 0.224
H -3.49 -3.06 1.09 0.222
H -4.32 -2.28 2.42 0.254
H -2.61 -1.95 2.16 0.220
H -2.63 0.87 -1.70 0.238
H -4.08 1.09 -0.72 0.240
H -2.68 1.84 1.19 0.178
H -1.76 3.64 -0.01 0.493
H -0.09 2.06 -1.47 0.233
H 2.14 1.05 -1.30 0.216
H 3.09 -1.31 1.47 0.214
H 3.81 -2.35 -0.42 0.217
H 2.77 -1.34 -1.41 0.205
H 4.52 0.24 -1.81 0.193
H 5.48 -1.22 -1.67 0.223
H 5.90 -0.79 0.70 0.202
H 6.11 0.80 -0.04 0.222
H 4.35 0.61 1.97 0.222
H 3.84 1.44 0.51 0.199
H 1.00 -0.85 2.35 0.216
H -1.21 0.21 2.22 0.214
```

Spin multiplicity: 1
HOMO level (eV): -12.12
Charge: +1
Total energy (eV): -21615.491
E_LUMO (eV): -2.16
SMILES string: CC[NH+](CC)C[C@H](O)c1ccc(C2CCCC2)cc1

---

The following is a DFT calculation (ωB97M-V/def2-TZVPD) of a cluster of 7 separate species, C20H42ClN4O11 in total at a distorted geometry.

```
78
Properties=species:S:1:pos:R:3:mulliken_charge:R:1
Cl -1.85 -0.63 -1.30 1.603
O -2.26 -1.77 -2.04 -0.652
O -0.90 -0.94 -0.31 -0.614
O -1.39 0.36 -2.30 -0.668
O -2.95 -0.17 -0.53 -0.671
O 3.45 -1.70 -8.18 -0.662
C 2.72 -1.03 -7.50 0.627
N 1.86 -1.66 -6.83 -0.342
C 2.95 0.44 -7.39 -0.891
H 1.12 -1.21 -6.31 0.209
H 1.82 -2.64 -7.06 0.237
H 2.89 0.85 -6.38 0.318
H 2.06 0.78 -7.92 0.254
H 3.89 0.53 -7.94 0.250
O -8.46 -6.93 -0.75 -0.629
C -7.93 -5.85 -0.92 0.579
N -6.61 -5.63 -0.92 -0.369
C -8.77 -4.63 -1.12 -0.820
H -6.06 -6.43 -0.62 0.231
H -6.37 -4.70 -1.23 0.222
H -9.46 -4.75 -1.96 0.254
H -8.14 -3.82 -1.49 0.332
H -9.32 -4.53 -0.19 0.200
O -5.38 6.88 -1.83 -0.651
C -5.44 5.75 -2.29 0.508
N -4.42 5.32 -2.96 -0.371
C -6.65 4.85 -2.10 -0.784
H -3.97 4.42 -3.06 0.254
H -3.82 6.14 -2.96 0.240
H -7.33 5.25 -2.86 0.232
H -6.93 5.19 -1.11 0.249
H -6.34 3.81 -2.15 0.325
C 5.66 0.74 1.95 -1.451
C 5.80 -0.40 0.91 -0.371
N 6.75 0.02 -0.11 0.040
C 6.05 0.58 -1.29 -0.452
C 4.93 1.63 -0.93 -1.282
C 7.80 -0.96 -0.57 -0.757
C 7.28 -2.30 -1.16 -0.922
H 6.52 1.40 2.13 0.331
H 5.51 0.28 2.92 0.375
H 4.79 1.35 1.69 0.371
H 6.02 -1.35 1.41 0.459
H 4.78 -0.49 0.54 0.277
H 6.77 1.24 -1.78 0.427
H 5.63 -0.12 -2.01 0.296
H 4.67 2.30 -1.75 0.413
H 3.99 1.08 -0.83 0.313
H 5.28 2.16 -0.05 0.270
H 8.48 -1.19 0.25 0.389
H 8.36 -0.46 -1.36 0.375
H 8.19 -2.88 -1.30 0.363
H 6.68 -2.13 -2.06 0.275
H 6.59 -2.71 -0.42 0.262
O -0.91 -3.56 7.64 -0.599
C -0.40 -3.81 6.54 0.550
O 0.66 -4.68 6.54 -0.343
C 1.05 -5.17 5.31 -0.346
C -0.09 -4.67 4.36 -0.533
C -0.73 -3.42 5.11 -0.373
H 1.26 -6.24 5.39 0.259
H 2.00 -4.68 5.11 0.244
H -0.88 -5.42 4.30 0.259
H 0.22 -4.44 3.34 0.357
H -1.79 -3.25 4.96 0.283
H -0.21 -2.47 4.96 0.243
O -2.63 6.89 5.60 -0.621
C -2.51 6.07 4.70 0.581
O -1.55 5.14 4.81 -0.361
C -1.67 4.12 3.76 -0.332
C -2.31 4.96 2.66 -0.474
C -3.18 5.90 3.36 -0.391
H -2.27 3.27 4.09 0.254
H -0.63 3.88 3.55 0.268
H -2.87 4.32 1.97 0.321
H -1.62 5.52 2.03 0.247
H -4.21 5.55 3.45 0.241
H -3.28 6.82 2.79 0.267
```

Spin multiplicity: 1
HOMO level (eV): -6.31
Charge: -1
Total energy (eV): -62420.068
E_LUMO (eV): 2.10

---

The following is a DFT calculation (ωB97M-V/def2-TZVPD) of a cluster of 8 separate species, C9H34N14O9 in total at a distorted geometry.

```
66
Properties=species:S:1:pos:R:3:nbo_charge:R:1
N -3.61 0.86 0.76 -0.831
C -3.31 1.55 1.84 0.742
N -3.36 0.92 2.95 -0.825
O -2.67 2.59 1.79 -0.699
H -3.62 1.30 -0.15 0.440
H -3.86 -0.12 0.83 0.379
H -3.61 -0.04 3.14 0.385
H -2.95 1.40 3.74 0.401
N -1.13 1.47 -3.44 -0.820
C -2.11 2.02 -2.78 0.760
N -2.76 2.78 -3.60 -0.820
O -2.32 1.75 -1.59 -0.709
H -1.08 1.67 -4.43 0.369
H -0.60 0.70 -3.04 0.432
H -2.44 2.94 -4.54 0.390
H -3.40 3.43 -3.17 0.405
N 1.20 4.24 -0.43 -0.825
C 1.28 4.29 -1.71 0.730
N 0.18 4.46 -2.28 -0.808
O 2.31 4.10 -2.35 -0.694
H 2.06 4.13 0.08 0.407
H 0.35 4.22 0.12 0.398
H 0.20 4.57 -3.29 0.404
H -0.68 4.37 -1.75 0.389
N -0.33 -3.23 1.44 -0.837
C 0.74 -3.70 0.87 0.789
N 1.48 -4.32 1.78 -0.826
O 1.16 -3.50 -0.30 -0.758
H -1.10 -2.96 0.84 0.451
H -0.58 -3.56 2.35 0.389
H 2.34 -4.76 1.49 0.409
H 1.20 -4.39 2.75 0.396
N -0.16 0.16 4.78 -0.812
C 1.05 0.46 4.86 0.731
N 1.59 0.67 3.70 -0.837
O 1.63 0.56 5.88 -0.677
H -0.69 0.29 5.63 0.396
H -0.64 0.38 3.93 0.381
H 2.57 0.77 3.50 0.404
H 0.97 0.29 2.99 0.399
N -2.57 -1.80 -2.51 -0.800
C -1.75 -2.38 -1.74 0.780
N -0.57 -2.52 -2.35 -0.826
O -2.11 -2.77 -0.60 -0.755
H -3.48 -1.73 -2.06 0.401
H -2.53 -1.76 -3.52 0.395
H 0.18 -2.90 -1.80 0.435
H -0.38 -2.13 -3.27 0.389
N 3.83 -1.89 0.63 -0.829
C 4.17 -1.65 -0.58 0.744
N 3.66 -2.54 -1.45 -0.874
O 5.07 -0.87 -0.86 -0.670
H 4.48 -1.57 1.34 0.405
H 3.08 -2.48 0.97 0.396
H 4.05 -2.62 -2.37 0.402
H 2.88 -3.14 -1.22 0.416
O 0.94 -0.27 -1.72 -0.762
C 1.19 0.65 -0.68 -0.098
C 0.15 0.54 0.48 -0.129
O 0.43 -0.58 1.34 -0.774
H 1.58 -0.98 -1.64 0.484
H 2.23 0.54 -0.37 0.189
H 1.06 1.60 -1.20 0.188
H -0.83 0.43 -0.01 0.205
H -0.05 1.47 1.01 0.198
H -0.02 -1.36 1.02 0.493
```

Spin multiplicity: 1
HOMO level (eV): -9.23
Total energy (eV): -49177.102
E_LUMO (eV): 0.05
SMILES string: NC(N)=O.NC(N)=O.NC(N)=O.NC(N)=O.NC(N)=O.NC(N)=O.NC(N)=O.OCCO

---

The following is a DFT calculation (ωB97M-V/def2-TZVPD) of the ion C3H5BrO4P with charge -1 at a distorted geometry.

```
14
Properties=species:S:1:pos:R:3:nbo_charge:R:1
C 1.24 -1.61 0.67 -0.661
C 0.63 -0.33 0.15 0.345
C 1.26 0.84 -0.16 -0.424
Br 3.08 1.00 -0.13 -0.012
O -0.70 -0.49 0.05 -0.799
P -1.77 0.74 -0.08 2.499
O -3.13 0.35 0.30 -1.166
O -1.05 1.87 0.50 -1.174
O -1.78 0.74 -1.81 -1.011
H 1.20 -1.72 1.83 0.211
H 2.32 -1.52 0.42 0.223
H 0.62 -2.30 0.27 0.224
H 0.84 1.79 -0.27 0.269
H -2.75 0.65 -1.74 0.475
```

Spin multiplicity: 1
HOMO level (eV): -4.79
Charge: -1
Total energy (eV): -90717.302
E_LUMO (eV): 3.07
SMILES string: C/C(=C\Br)O[P@@](=O)([O-])O

---

The following is a DFT calculation (ωB97M-V/def2-TZVPD) of a structure of composition C20H26N2OS3Ti at a distorted geometry.

```
53
Properties=species:S:1:pos:R:3:mulliken_charge:R:1
Ti -0.42 -0.17 -0.85 0.631
C 1.97 -2.38 -1.11 -0.886
N 1.53 -1.00 -1.57 0.369
C 1.26 -1.14 -3.10 -0.715
C -0.10 -1.81 -3.42 -0.652
N -1.14 -1.59 -2.36 0.809
C -2.44 -1.07 -2.91 -1.139
C -1.41 -2.81 -1.54 0.063
C -1.30 -4.12 -1.98 -0.341
C -1.63 -5.18 -1.09 -0.726
C -1.88 -4.95 0.27 -0.592
C -1.98 -3.63 0.73 -0.736
C -1.86 -2.59 -0.16 0.525
S -2.10 -0.98 0.53 -0.357
C 2.50 0.06 -1.26 0.430
C 3.72 0.19 -1.91 -0.259
C 4.85 0.81 -1.29 -0.729
C 4.69 1.36 -0.05 -0.544
C 3.49 1.39 0.61 -0.582
C 2.36 0.74 0.04 0.584
S 0.96 0.80 1.07 -0.198
H 2.58 -2.83 -1.88 0.328
H 1.06 -2.96 -1.00 0.187
H 2.47 -2.26 -0.12 0.378
H 2.06 -1.78 -3.52 0.556
H 1.36 -0.14 -3.59 0.466
H 0.16 -2.92 -3.71 0.132
H -0.44 -1.35 -4.40 0.258
H -2.89 -1.72 -3.62 0.341
H -2.11 -0.10 -3.41 0.451
H -3.02 -0.72 -2.08 0.326
H -0.90 -4.37 -2.94 0.390
H -1.73 -6.16 -1.48 0.432
H -2.11 -5.79 0.95 0.380
H -2.18 -3.31 1.73 0.488
H 3.87 -0.43 -2.80 0.346
H 5.82 0.81 -1.74 0.452
H 5.52 1.90 0.36 0.388
H 3.31 2.04 1.53 0.332
O -0.70 1.17 -1.72 -0.593
S -2.62 5.49 2.81 -0.184
C -3.16 4.08 3.91 -0.510
C -2.04 3.76 4.94 -0.528
C -0.74 4.45 4.45 -0.316
C -1.06 5.73 3.66 -0.588
H -3.48 3.13 3.41 0.279
H -4.08 4.43 4.40 0.305
H -1.92 2.70 4.97 0.284
H -2.38 4.20 5.93 0.259
H -0.22 3.77 3.77 0.030
H 0.00 4.63 5.29 0.312
H -0.34 6.00 2.92 0.378
H -1.15 6.62 4.33 0.286
```

Spin multiplicity: 2
HOMO level (spin up / spin down) (eV): -9.83 / -9.82
Charge: +1
Total energy (eV): -81804.709
E_LUMO (spin up / spin down) (eV): -3.31 / -6.37

---

Among the records above, which one has the highest total energy? C17H28NO